Record 1
DFT (wB97M-V/def2-TZVPD) results for C24H42Cl3N4O3SSiSr as an isolated structure in a non-equilibrium geometry.

Geometry as XYZ:
```
79
Properties=species:S:1:pos:R:3:mulliken_charge:R:1
C 3.4280 1.4940 -4.1145 -1.85
C 2.5072 2.1886 -3.1809 0.64
H 3.7957 2.2287 -4.8098 0.51
H 2.9523 0.7197 -4.7086 0.26
H 4.2874 1.0360 -3.5936 0.32
C 2.2575 3.4963 -3.4153 -0.04
C 2.5551 4.2665 -4.6837 -1.71
H 1.9087 4.1596 -2.6161 0.63
H 2.2905 3.7874 -5.6508 0.34
H 3.6059 4.6030 -4.7990 0.37
H 1.9787 5.2098 -4.6149 0.36
Sr -1.9758 -1.4943 1.3634 1.17
Cl 0.6195 -0.8082 2.3636 -0.76
Cl -2.2906 -4.0640 0.4848 -0.86
H -2.3014 -5.2685 4.6384 0.28
H 1.2060 -5.7508 4.2261 0.31
C -1.8135 -5.5678 3.6930 -0.89
C 0.6621 -5.5897 3.2818 -0.97
N -0.5605 -4.8330 3.5232 0.33
H -2.4981 -5.3796 2.8571 0.23
C -0.5325 -3.4893 3.5672 0.04
O -1.5646 -2.7708 3.6401 -0.89
H 1.3320 -5.0165 2.6322 0.29
H 0.4633 -3.0263 3.4955 0.36
H -1.5326 -6.6261 3.7539 0.41
H 0.3955 -6.5456 2.8115 0.38
H -1.7435 -0.6661 -3.2148 0.14
H -1.3540 1.8788 -3.5114 0.11
C -2.7785 -0.4213 -2.9133 -1.11
C -2.3993 2.0241 -3.1775 -0.79
N -2.8686 0.9177 -2.3359 0.28
H -3.1126 -1.1513 -2.1773 0.36
C -3.1819 1.0671 -1.0165 0.20
O -3.3354 0.1017 -0.2343 -0.78
H -2.4701 2.9849 -2.6702 0.29
H -3.2936 2.1204 -0.6642 0.30
H -3.4215 -0.4734 -3.7978 0.36
H -3.0328 2.0695 -4.0744 0.42
O 1.4632 0.1413 -2.2143 -0.46
C 2.0868 1.4223 -1.9456 -0.10
C 0.1859 3.0572 -1.3863 -0.04
C 1.1121 2.0849 -0.9764 0.15
H 0.0771 3.2774 -2.4358 1.29
C -0.4311 3.8317 -0.3836 -1.22
H 3.0219 1.2712 -1.3309 0.27
C 1.1036 1.6962 0.3635 -0.68
H -1.0666 4.6516 -0.7329 0.28
C -0.2419 3.6094 0.9797 -0.74
C 0.4348 2.4429 1.3267 0.03
H 1.5548 0.7371 0.6122 0.15
H -0.6065 4.2889 1.7541 0.16
H 0.5048 2.1304 2.3683 0.26
Si 1.2126 -1.8684 -2.0037 0.95
Cl -0.6454 -0.9798 -0.8763 0.33
C 0.1700 -3.3704 -2.6995 -1.20
C 2.0540 -2.5998 -0.4633 -0.86
C 2.4405 -1.4723 -3.3466 -1.04
H -0.5768 -3.8194 -2.0346 0.25
H 0.7939 -4.2318 -2.9972 0.38
H -0.4180 -3.0519 -3.5704 0.29
H 2.0370 -0.8079 -4.1030 0.02
H 2.7689 -2.4047 -3.8088 0.46
H 3.3291 -0.9835 -2.8968 0.23
H 2.3873 -1.7947 0.2259 0.24
H 2.9278 -3.1619 -0.8330 0.38
H 1.3719 -3.2716 0.0933 -0.06
C -1.7548 3.4475 4.4703 -0.91
N -1.5305 2.0585 4.8619 0.11
C -0.5284 1.7024 5.7416 -0.41
C -0.4033 0.3441 5.7094 -0.50
N -1.3814 -0.1039 4.8239 0.35
C -2.0236 0.9474 4.2208 0.14
S -3.0499 0.9677 2.8941 -0.51
H -0.8607 3.8047 3.9550 0.30
H -2.6223 3.4887 3.8293 0.29
H -1.8523 4.0466 5.3822 0.35
H 0.0018 2.4454 6.3436 0.40
H 0.2758 -0.3002 6.2037 0.43
H -1.5059 -1.0843 4.5224 0.22
```

As for the charge: -1. The calculation puts the total energy at -94795.518 eV. The energy above the lowest of the compared OMol25 structures with the same formula, charge and spin is 59.0 kcal per mole. The value obtained for the gap between HOMO and LUMO is 6.9 eV.



Record 2
DFT (wB97M-V/def2-TZVPD) results for C34H39N5O3PSSc as an isolated structure.

Geometry as XYZ:
```
84
Properties=species:S:1:pos:R:3:mulliken_charge:R:1
Sc 0.8118 -0.1895 0.7350 -0.63
O 0.2534 1.8240 1.2817 -0.67
C 1.1025 2.2549 0.4523 1.11
O 2.0992 1.5237 0.1759 -0.56
C 0.7748 3.4100 -0.4281 0.49
C 1.1875 4.7197 -0.2601 -0.58
C 0.8109 5.6617 -1.2081 -0.62
C 0.0443 5.2920 -2.3063 -0.85
C -0.3620 3.9749 -2.4670 -0.34
C -0.0040 3.0224 -1.5198 -0.97
P -0.4996 1.2662 -1.6113 2.67
C -0.2627 0.9053 -3.3808 0.63
C 1.0673 0.8508 -3.8084 -0.67
C 1.3768 0.6068 -5.1349 -0.91
C 0.3538 0.4057 -6.0553 -0.60
C -0.9674 0.4683 -5.6426 -0.77
C -1.2783 0.7201 -4.3112 -0.28
C -2.2934 1.3377 -1.3158 -0.08
C -2.8765 2.3940 -0.6192 -0.46
C -4.2210 2.3486 -0.2717 -0.90
C -4.9984 1.2540 -0.6186 -0.74
C -4.4280 0.1965 -1.3170 -1.38
C -3.0838 0.2362 -1.6523 -0.31
H 1.7921 5.0049 0.5905 0.57
H 1.1244 6.6904 -1.0923 0.45
H -0.2358 6.0342 -3.0414 0.48
H -0.9532 3.6880 -3.3285 0.53
H 1.8706 1.0626 -3.1073 0.39
H 2.4091 0.5863 -5.4580 0.46
H 0.5885 0.2179 -7.0942 0.42
H -1.7644 0.3349 -6.3620 0.47
H -2.3168 0.7964 -4.0167 0.48
H -2.2857 3.2575 -0.3412 0.38
H -4.6633 3.1806 0.2604 0.48
H -6.0497 1.2308 -0.3633 0.46
H -5.0377 -0.6480 -1.6146 0.52
H -2.6438 -0.5851 -2.2017 1.02
N 0.7899 -1.2348 4.0944 0.13
C 2.0223 -0.6246 3.8111 0.96
C 2.9945 -0.7070 4.8135 -1.17
C 4.2389 -0.1705 4.5908 -0.54
C 4.4909 0.4534 3.3719 -1.12
C 3.4850 0.4911 2.4399 -0.50
N 2.2566 -0.0560 2.6230 0.63
C -0.4813 -0.8001 3.7002 0.38
C -1.5112 -0.8204 4.6447 -1.02
C -2.7658 -0.3972 4.2674 -0.77
C -2.9692 0.0545 2.9631 -0.96
C -1.9039 0.0264 2.0985 -0.89
N -0.6795 -0.4243 2.4443 0.94
H 0.7764 -1.6027 5.0337 0.30
H 2.7544 -1.1795 5.7569 0.46
H 4.9994 -0.2248 5.3583 0.45
H 5.4442 0.9094 3.1498 0.48
H 3.6349 0.9783 1.4899 0.63
H -1.3085 -1.1326 5.6605 0.47
H -3.5737 -0.3921 4.9870 0.48
H -3.9276 0.4229 2.6275 0.60
H -2.0186 0.3668 1.0763 0.89
N 2.3709 -0.9246 -0.8128 0.15
C 2.4362 -2.2692 -1.4357 -0.40
C 3.0879 -3.2642 -0.4921 -0.88
C 2.1937 -3.7022 0.6469 -0.68
N 1.7354 -2.5442 1.4559 -0.01
H 2.1944 -0.2324 -1.5397 0.02
H 3.3074 -0.6824 -0.4906 0.22
H 2.9847 -2.2148 -2.3763 0.48
H 1.4167 -2.5802 -1.6686 0.13
H 4.0216 -2.8423 -0.1004 0.30
H 3.3807 -4.1500 -1.0585 0.40
H 2.7306 -4.4227 1.2690 0.46
H 1.3191 -4.2141 0.2513 0.39
H 2.5629 -2.1476 1.8913 0.11
H 1.2019 -2.8969 2.2469 0.19
C -1.9835 -3.2048 1.3147 -0.91
S -0.9954 -2.9508 -0.1562 0.62
C -2.3138 -3.1481 -1.3440 -1.12
O -0.6368 -1.4650 -0.2174 -0.17
H -2.7999 -2.4863 1.3503 0.27
H -1.3581 -3.1124 2.1993 0.12
H -2.3651 -4.2249 1.2488 0.60
H -2.6314 -4.1903 -1.3102 0.50
H -1.9174 -2.9220 -2.3324 0.37
H -3.1326 -2.4792 -1.0885 0.27
```

As for the charge: +2. The calculation puts the total energy at -90302.234 eV. The energy above the lowest of the compared OMol25 structures with the same formula, charge and spin is 10.0 kcal per mole. The value obtained for the gap between HOMO and LUMO is 8.4 eV.



Record 3
DFT (wB97M-V/def2-TZVPD) results for an isolated molecule of C22H26FN3O6S in a non-equilibrium geometry.

Geometry as XYZ:
```
59
Properties=species:S:1:pos:R:3:nbo_charge:R:1
O -2.3361 -1.8812 -1.3459 -0.60
C -2.2873 -0.8413 -0.7327 0.67
C -3.5206 0.0550 -0.5952 -0.16
O -3.1629 1.3003 -0.0294 -0.51
C -4.0817 2.3045 0.0637 0.23
C -3.5751 3.5405 0.4709 -0.22
C -4.3935 4.6411 0.6166 -0.21
C -5.7505 4.5415 0.3556 -0.22
C -6.2752 3.3288 -0.0454 -0.26
C -5.4500 2.2266 -0.1851 0.32
F -6.0349 1.0633 -0.5694 -0.33
N -1.2036 -0.3671 -0.0678 -0.64
C 0.1004 -0.8951 -0.1597 0.16
C 1.1256 -0.0038 -0.4392 -0.20
C 2.4141 -0.4518 -0.6418 -0.37
S 3.7159 0.7108 -0.9875 2.32
O 3.1586 2.0384 -0.9585 -0.96
O 4.4429 0.3105 -2.1554 -0.94
N 4.7139 0.4149 0.3373 -0.67
C 6.1349 0.6078 0.1190 -0.26
C 6.5091 2.0849 0.2585 -0.09
O 6.1011 2.5910 1.5119 -0.52
C 4.7026 2.4840 1.6699 -0.10
C 4.2488 1.0235 1.5672 -0.26
C 2.6986 -1.8034 -0.5870 -0.16
C 1.6969 -2.6938 -0.2669 -0.25
C 0.3804 -2.2734 -0.0043 0.19
N -0.5911 -3.1717 0.3618 -0.42
C -0.4344 -4.5841 0.0905 -0.24
C -1.8290 -5.2010 -0.0686 -0.07
O -2.6111 -5.0091 1.0869 -0.52
C -2.7864 -3.6327 1.3213 -0.08
C -1.4348 -2.9388 1.5168 -0.25
H -4.2471 -0.4760 0.0344 0.21
H -3.9589 0.1747 -1.5925 0.22
H -2.5167 3.6070 0.6669 0.22
H -3.9684 5.5809 0.9320 0.22
H -6.3954 5.3985 0.4640 0.22
H -7.3264 3.2088 -0.2544 0.23
H -1.2672 0.6022 0.2200 0.42
H 0.9262 1.0530 -0.5370 0.24
H 6.3570 0.2463 -0.8843 0.24
H 6.6733 0.0096 0.8614 0.20
H 7.5907 2.2222 0.2127 0.20
H 6.0273 2.6527 -0.5515 0.17
H 4.4762 2.8929 2.6563 0.19
H 4.1891 3.0691 0.8949 0.19
H 3.1600 0.9602 1.5777 0.22
H 4.6562 0.4439 2.4024 0.21
H 3.7064 -2.1347 -0.7748 0.24
H 1.9411 -3.7398 -0.1810 0.22
H 0.1121 -4.7179 -0.8422 0.22
H 0.0952 -5.0940 0.9107 0.18
H -1.7562 -6.2796 -0.2163 0.19
H -2.3210 -4.7356 -0.9340 0.18
H -3.3960 -3.5457 2.2226 0.19
H -3.3101 -3.1778 0.4695 0.18
H -1.5783 -1.8729 1.6806 0.22
H -0.9508 -3.3692 2.4092 0.18
```

As for the charge: 0. Its structure (SMILES) is O=C(COc1ccccc1F)Nc1cc(S(=O)(=O)N2CCOCC2)ccc1N1CCOCC1. The calculation puts the total energy at -53542.635 eV. The energy above the lowest of the compared OMol25 structures with the same formula, charge and spin is 46.5 kcal per mole. The value obtained for the gap between HOMO and LUMO is 8.5 eV.



no.,highest occupied orbital energy (eV)
1,-4.36
2,-13.17
3,-8.07